(1)
C4H7N3 in the gas phase. Source: the Open Molecules 2025 dataset; level of theory: ωB97M-V/def2-TZVPD.

## Properties
Largest force on an atom = 3.07 eV/A
Charge = 0
Calculated total energy = -8727.9720 eV
Relative energy (zero: lowest compared OMol25 entry of this formula, charge and spin) = 357.71 kJ/mol
HOMO = -8.93 eV

```
14
Properties=species:S:1:pos:R:3:forces:R:3
C 2.1008 0.4072 2.2280 1.1 -0.3 1.5
C 1.3528 0.2217 1.3201 -0.7 -0.1 -0.9
C 0.4588 0.2302 0.1893 -1.0 0.9 -2.8
N 0.4471 1.2848 -0.5882 -0.8 -0.7 0.8
C -0.5938 1.3450 -1.6701 0.5 -2.4 1.0
N -0.3383 -0.8876 -0.1813 -0.3 1.8 -0.4
N -0.5709 -1.8928 0.7545 1.7 -0.9 -1.2
H 2.7751 0.4431 3.0853 -0.6 0.1 -0.8
H -0.4944 0.4019 -2.3321 -0.2 1.6 0.5
H -0.4709 2.2523 -2.2220 0.2 0.3 -0.4
H -1.6341 1.3256 -1.2391 0.8 0.1 -0.3
H -1.1319 -0.5591 -0.8116 1.4 -1.1 1.4
H -1.4411 -1.7582 1.1711 -1.6 -0.2 0.9
H -0.4592 -2.8140 0.2962 -0.4 0.9 0.6
```
Forces are in eV/Å.

---

(2)
C4H12N3 as an isolated structure. Source: the Open Molecules 2025 dataset; level of theory: ωB97M-V/def2-TZVPD.

## Properties
Largest force on an atom = 4.99 eV/A
Charge = +1
Calculated total energy = -8802.6652 eV
Relative energy (zero: lowest compared OMol25 entry of this formula, charge and spin) = 489.09 kJ/mol
HOMO = -14.33 eV

```
19
Properties=species:S:1:pos:R:3:forces:R:3
C 1.5106 1.2978 0.2743 0.5 0.3 0.1
C -2.5326 -0.1654 -0.1649 0.2 0.1 0.0
C 1.9691 -1.1148 -0.3390 -0.1 -0.4 -0.3
C -1.2244 -0.5316 0.5104 -0.8 -0.2 0.4
N 0.0824 1.5495 0.0312 -0.1 0.9 -0.1
N 1.1954 -0.1322 0.3632 0.4 0.2 0.7
N -0.0946 0.1537 -0.1162 -0.6 -1.3 -4.8
H 2.1079 1.5796 -0.5987 0.0 -0.1 0.0
H 1.9389 1.7153 1.1861 -0.1 0.0 -0.1
H -2.7619 0.8911 -0.0424 -0.1 0.0 0.0
H -2.4966 -0.3937 -1.2277 0.0 0.0 -0.1
H -3.3399 -0.7425 0.2764 0.0 0.0 0.0
H 1.6258 -2.1142 -0.0745 0.1 0.0 0.0
H 1.8973 -0.9760 -1.4275 0.1 0.0 0.0
H 3.0069 -1.0134 -0.0287 0.0 0.0 0.0
H -1.0306 -1.6039 0.4413 0.2 0.1 0.0
H -1.2297 -0.2474 1.5673 0.2 0.0 -0.1
H -0.4393 1.9368 0.8133 0.0 -0.3 0.1
H -0.1847 -0.0886 -1.4440 0.3 0.7 4.2
```
Forces are in eV/Å.

---

(3)
A 3-piece molecular cluster, C12H33B2O5P overall. Source: the Open Molecules 2025 dataset; level of theory: ωB97M-V/def2-TZVPD.

## Properties
Largest force on an atom = 2.27 eV/A
Charge = 0
Calculated total energy = -33862.0295 eV
HOMO = -10.44 eV

```
53
Properties=species:S:1:pos:R:3:forces:R:3
O 0.8009 -0.8161 -1.3682 -0.9 -0.3 2.1
P 1.2826 -0.7404 -2.7243 -0.6 0.0 -0.7
O 2.0990 -2.0310 -3.1311 0.4 -0.5 -0.8
O 2.2846 0.4809 -2.9051 0.2 0.5 -1.0
B -0.2112 -0.5731 -3.9371 0.0 0.2 -0.1
B -1.6369 -0.0176 -3.1960 0.8 -0.2 -0.5
O -1.8764 1.2813 -2.9331 -0.1 1.0 -0.6
O -2.5712 -0.9404 -2.8447 0.0 -0.6 1.0
H 1.7474 -2.3866 -3.9648 0.5 0.0 0.3
H 1.7988 1.2875 -3.1413 0.4 -0.1 0.3
H -0.1375 -0.9090 -5.0774 0.0 -0.1 0.0
H -1.2761 1.8478 -3.4402 -0.3 0.0 0.4
H -2.1464 -1.5942 -2.2617 -0.5 -0.1 -0.4
C -3.8246 0.0602 0.2363 -0.1 0.0 0.0
C -5.1329 -0.4857 0.8016 0.1 0.1 0.0
C -4.9825 -1.1208 2.1826 0.0 0.0 0.0
C -4.0490 -2.3310 2.2308 0.0 0.0 0.0
C -4.4304 -3.4727 1.2906 0.0 -0.1 0.1
C -5.7971 -4.0818 1.5933 0.1 0.0 -0.1
H -3.0856 -0.7297 0.0979 0.0 0.0 0.0
H -3.9863 0.5268 -0.7342 0.0 0.0 0.0
H -3.3947 0.8101 0.9031 0.0 0.0 0.0
H -5.5610 -1.2070 0.1001 0.0 0.0 0.0
H -5.8556 0.3306 0.8741 0.0 0.0 0.0
H -5.9712 -1.4055 2.5529 0.0 0.0 0.0
H -4.6067 -0.3670 2.8808 0.0 0.0 0.0
H -4.0246 -2.7097 3.2570 0.0 0.0 0.0
H -3.0279 -2.0132 2.0057 0.0 0.0 0.0
H -3.6700 -4.2533 1.3703 0.0 0.0 0.0
H -4.4063 -3.1287 0.2527 0.0 0.0 0.0
H -5.8338 -4.4642 2.6150 0.0 0.0 0.0
H -6.0111 -4.9114 0.9187 0.0 0.0 0.0
H -6.5989 -3.3518 1.4772 0.0 0.0 0.0
C 3.7901 -0.0553 0.3059 0.0 0.0 0.1
C 3.3527 1.4028 0.3830 0.0 0.0 -0.1
C 4.2699 2.3569 -0.3798 0.0 0.1 0.0
C 5.7116 2.4091 0.1270 0.0 0.0 0.0
C 5.8610 2.7907 1.5981 0.0 0.1 0.0
C 5.3337 4.1862 1.9222 0.0 -0.1 0.0
H 4.7731 -0.2115 0.7547 0.0 0.0 0.0
H 3.0817 -0.6942 0.8310 0.0 -0.1 0.0
H 3.8330 -0.3889 -0.7314 0.0 0.0 0.0
H 3.2768 1.7093 1.4301 0.0 0.0 0.0
H 2.3451 1.4832 -0.0306 0.0 0.0 0.0
H 3.8384 3.3624 -0.3536 0.0 0.0 0.0
H 4.2853 2.0621 -1.4337 0.0 0.0 0.0
H 6.2691 3.1266 -0.4834 0.0 0.0 0.0
H 6.1905 1.4406 -0.0380 0.0 0.0 0.0
H 6.9206 2.7434 1.8611 0.0 0.0 0.0
H 5.3580 2.0542 2.2298 0.0 0.0 0.0
H 5.8473 4.9437 1.3269 0.0 0.0 0.0
H 5.4903 4.4261 2.9743 0.0 0.0 0.0
H 4.2644 4.2692 1.7245 0.0 0.0 0.0
```
Forces are in eV/Å.

---

(4)
A 17-piece molecular cluster, C4H32BO24 overall. Source: the Open Molecules 2025 dataset; level of theory: ωB97M-V/def2-TZVPD.

## Properties
Largest force on an atom = 4.95 eV/A
Charge = -1
Calculated total energy = -54490.9282 eV
Relative energy (zero: lowest compared OMol25 entry of this formula, charge and spin) = 373.62 kJ/mol
HOMO = -7.78 eV

```
61
Properties=species:S:1:pos:R:3:forces:R:3
O 0.8407 1.0007 2.4365 0.1 0.9 -0.9
C 0.8848 1.0968 1.2293 0.4 -1.9 1.1
O -0.1264 1.2592 0.4176 0.1 0.1 -0.9
B 0.2498 0.6896 -0.9322 -0.8 0.2 0.3
O 1.6918 0.4365 -0.8914 -0.2 0.4 1.0
C 2.0943 0.5860 0.3761 3.0 -1.1 0.5
O 3.2099 0.2394 0.7922 -3.0 1.2 -0.9
O -0.1870 1.5289 -2.0269 -1.0 0.6 -1.6
C -1.0383 0.8655 -2.8514 -0.4 1.4 -3.4
O -1.5387 1.2403 -3.9474 1.9 -0.9 4.5
C -1.1035 -0.5522 -2.2819 -1.4 -1.3 -2.1
O -0.5119 -0.5557 -1.1656 1.6 -0.3 2.8
O -1.5593 -1.5389 -2.8120 -0.3 0.6 -0.2
O -3.5158 2.2121 4.4416 0.0 0.2 0.2
H -3.0397 1.8362 3.7011 0.3 -0.1 -0.2
H -4.3624 1.7653 4.4343 -0.2 -0.1 0.0
O 4.0770 4.7345 5.5992 0.3 0.1 0.0
H 3.2504 5.1144 5.8970 -0.2 0.1 0.0
H 3.9458 3.7889 5.6698 0.0 -0.3 0.0
O 6.4456 -3.7423 1.8831 -0.1 -0.2 -0.1
H 7.2507 -3.6462 2.3919 0.2 0.0 0.1
H 6.0823 -2.8578 1.8395 -0.2 0.3 0.0
O -0.1325 -0.1011 8.1318 0.1 0.0 0.2
H -0.0557 0.3095 7.2706 0.1 0.1 -0.3
H -1.0225 -0.4529 8.1514 -0.2 -0.1 0.0
O -1.0410 4.8047 -7.9257 0.1 0.3 0.0
H -1.0372 4.4672 -8.8215 0.0 -0.1 -0.2
H -1.5690 4.1753 -7.4345 -0.1 -0.2 0.2
O -6.6346 -1.5586 -4.6525 -0.2 0.0 -0.2
H -7.1222 -1.5755 -3.8290 -0.1 0.0 0.2
H -5.7231 -1.6963 -4.3946 0.3 0.0 0.0
O 3.0093 2.3390 -6.8576 0.2 -0.2 -0.1
H 3.0488 3.1601 -7.3478 0.0 0.2 -0.1
H 2.4960 2.5495 -6.0776 -0.2 0.0 0.2
O -6.0584 1.5276 -0.6176 0.0 0.2 0.0
H -6.7376 1.2855 0.0119 -0.2 0.0 0.2
H -5.7823 0.6966 -1.0042 0.2 -0.2 -0.2
O 8.5059 1.5933 -2.0894 0.2 0.2 0.0
H 8.0115 1.2193 -2.8188 -0.2 -0.1 -0.2
H 8.4265 0.9460 -1.3887 -0.1 -0.1 0.2
O 6.1338 -3.0739 -2.7522 0.2 0.0 -0.2
H 5.2328 -2.7509 -2.7546 -0.3 0.1 0.0
H 6.2724 -3.3919 -1.8601 0.0 -0.1 0.3
O -1.0181 5.5556 6.5934 0.2 0.1 0.0
H -1.4464 4.7723 6.2481 -0.1 -0.3 -0.2
H -1.6553 5.9287 7.2025 -0.1 0.1 0.1
O -3.0142 6.5611 0.2959 0.0 0.3 0.1
H -3.1482 6.4871 -0.6490 0.0 0.0 -0.2
H -2.9936 5.6561 0.6070 0.0 -0.2 0.1
O -4.6974 -6.5968 -0.9451 -0.3 -0.1 0.0
H -4.3323 -6.1203 -0.1995 0.1 0.2 0.3
H -3.9554 -6.7220 -1.5366 0.2 0.0 -0.2
O -1.0972 -7.0852 -3.4169 -0.2 -0.2 0.1
H -0.1997 -7.0744 -3.0842 0.2 0.0 0.1
H -1.1016 -6.4321 -4.1167 0.0 0.2 -0.2
O 1.3644 -4.1870 3.5345 -0.3 -0.1 0.0
H 1.8025 -4.4533 4.3428 0.1 -0.1 0.2
H 1.9650 -3.5602 3.1313 0.1 0.2 -0.2
O -2.8743 -4.4857 2.2453 -0.3 -0.2 0.0
H -2.0385 -4.6303 2.6889 0.3 -0.1 0.1
H -2.8205 -3.5875 1.9189 0.0 0.2 -0.1
```
Forces are in eV/Å.

---

(5)
C7H4Br3NO2 as an isolated structure. Source: the Open Molecules 2025 dataset; level of theory: ωB97M-V/def2-TZVPD.

## Properties
Largest force on an atom = 3.80 eV/A
Charge = 0
Calculated total energy = -223030.0286 eV
HOMO (alpha / beta) = -9.43 / -9.43 eV

```
17
Properties=species:S:1:pos:R:3:forces:R:3
C -0.1872 0.6626 0.1478 0.2 0.0 0.0
C -0.6475 -0.6328 -0.0011 -0.2 -0.1 0.0
C 1.1803 0.8795 0.2903 -0.5 0.3 0.0
C 0.2239 -1.7051 -0.0106 0.4 -0.2 0.0
C 1.9795 -0.2134 0.2774 3.1 1.1 -0.1
C 1.6042 -1.5089 0.1205 -0.3 -0.4 -0.1
C 4.2127 0.5979 0.2436 -2.7 -2.3 -1.4
N 3.9343 1.4142 1.3541 -0.4 0.8 1.3
O 3.3747 2.4737 1.1256 0.2 0.4 0.3
O 4.1855 0.9689 2.4544 0.0 0.2 0.3
Br 2.7672 -3.0042 0.0348 -0.3 0.2 0.0
Br 5.4308 -0.7751 0.5751 0.3 0.2 -0.3
Br 4.2395 1.4844 -1.4090 0.3 -0.1 -0.1
H -0.8643 1.5023 0.1442 -0.1 0.1 0.0
H -1.7039 -0.8159 -0.1215 -0.1 0.0 0.0
H 1.5676 1.8842 0.4111 0.1 0.0 0.0
H -0.1339 -2.7154 -0.1312 -0.1 -0.1 0.0
```
Forces are in eV/Å.

---

(6)
C12H13Co2N2O6 as an isolated structure. Source: the Open Molecules 2025 dataset; level of theory: ωB97M-V/def2-TZVPD.

## Properties
Largest force on an atom = 4.85 eV/A
Charge = -1
Calculated total energy = -103171.0101 eV
Relative energy (zero: lowest compared OMol25 entry of this formula, charge and spin) = 4.45 kJ/mol
HOMO = -4.42 eV

```
35
Properties=species:S:1:pos:R:3:forces:R:3
C 0.6368 -3.3106 -1.1200 -0.2 0.7 -0.1
N 0.2955 -3.1439 0.2808 -0.8 -0.4 0.3
N 1.4355 -3.3963 1.0882 0.7 0.0 0.2
C 1.3822 -2.6329 2.3198 0.1 -0.1 -0.2
C 1.4857 -4.8271 1.3000 -0.1 0.1 0.5
H -0.2733 -3.5679 -1.6659 0.1 0.0 -0.1
H 1.0557 -2.3865 -1.5388 0.1 -0.2 -0.1
H 1.3665 -4.1166 -1.2212 -0.2 0.1 -0.1
H -0.0367 -2.2110 0.4913 0.2 -0.2 -0.2
H 2.2747 -2.8854 2.8968 -0.1 0.1 0.0
H 1.4010 -1.5657 2.0743 0.0 -0.1 0.1
H 0.4907 -2.8505 2.9310 0.0 0.0 -0.1
H 2.4214 -5.0711 1.8116 0.0 -0.1 -0.2
H 0.6405 -5.1794 1.9233 0.1 0.0 -0.2
H 1.4292 -5.3107 0.3200 0.2 -0.2 0.4
O 2.5873 3.8305 1.0936 -0.9 0.5 -0.3
C 1.5557 3.9837 0.5899 0.8 -1.1 -0.2
Co -0.0411 4.0776 -0.0847 -0.7 -1.1 -0.9
C -0.9876 3.8986 1.3636 -1.2 -0.7 1.9
O -1.5632 3.7826 2.3619 0.5 0.2 -0.8
C -0.0895 5.7489 -0.6098 0.1 1.5 -1.1
O -0.0915 6.8737 -0.8857 0.0 -0.8 0.4
C 0.0918 2.4236 -1.2639 3.8 0.3 0.4
C -0.3058 1.1654 -0.8116 2.7 -1.4 1.0
C 0.1204 0.0053 -0.2967 -0.2 0.5 -0.4
Co -1.6729 2.1236 -1.4059 -4.6 1.5 -0.1
C -2.8828 1.6987 -0.1341 -1.0 -0.3 1.4
O -3.6620 1.4209 0.6694 1.1 0.3 -1.1
C -2.3305 1.0686 -2.7024 0.0 0.0 -0.8
O -2.8794 0.4411 -3.4949 0.5 0.4 0.8
C -2.3713 3.6929 -1.8763 -0.9 1.4 -0.7
O -2.9739 4.6293 -2.1797 0.8 -0.9 0.3
H 0.9081 2.5560 -1.9831 -0.5 -0.1 0.0
H -0.6090 -0.7585 -0.0433 0.0 0.2 -0.2
H 1.1919 -0.2068 -0.1974 -0.4 0.0 0.2
```
Forces are in eV/Å.